[1]
# C15H15BrN4

C15H15BrN4 in the gas phase at a distorted geometry (ωB97M-V/def2-TZVPD, OMol25).

Summary:
* frontier orbital gap: 8.519 eV
* F_max: 4.76 eV Å⁻¹
* E: -91798.883 eV

Each line ends with the natural charge from an NBO analysis.
Cartesian coordinates (Å):
N  -2.42  0.76  0.87  -0.84
C  -1.05  1.01  1.08  0.60
N  -0.37  1.87  0.42  -0.55
C  -0.92  2.64  -0.63  -0.06
C  -1.58  2.23  -1.87  -0.46
C  -0.02  2.39  -1.93  -0.24
C  0.87  1.23  -2.40  0.00
C  1.87  1.42  -3.37  -0.21
C  2.85  0.46  -3.54  -0.19
C  2.82  -0.79  -3.00  -0.25
C  1.92  -0.97  -2.00  -0.19
C  0.88  -0.01  -1.74  -0.23
N  -0.30  0.28  1.89  -0.58
C  -0.59  -0.83  2.57  0.39
C  0.50  -1.54  3.23  -0.25
C  0.30  -2.73  3.96  -0.19
C  -1.02  -3.19  3.82  -0.16
Br  -1.51  -4.87  4.53  0.05
C  -2.01  -2.52  3.10  0.03
N  -1.71  -1.43  2.44  -0.49
H  -2.58  -0.27  0.96  0.42
H  -2.75  1.18  0.01  0.40
H  -1.10  3.65  -0.29  0.21
H  -2.18  2.96  -2.46  0.23
H  -1.87  1.13  -2.01  0.22
H  0.30  3.28  -2.50  0.21
H  1.98  2.36  -3.89  0.21
H  3.75  0.68  -4.16  0.21
H  3.61  -1.50  -3.29  0.22
H  1.89  -1.88  -1.33  0.21
H  0.24  -0.14  -0.92  0.20
H  0.68  0.40  1.69  0.43
H  1.42  -1.06  3.19  0.21
H  1.13  -3.22  4.56  0.25
H  -3.01  -2.99  2.99  0.22

[2]
# C33H28GaN6O2

A molecular structure, C33H28GaN6O2 (ωB97M-V/def2-TZVPD, OMol25).

Summary:
* frontier orbital gap: 7.816 eV
* charge: +1
* F_max: 0.76 eV Å⁻¹
* E: -100084.543 eV

Each line ends with the natural charge from an NBO analysis.
Cartesian coordinates (Å):
Ga  -0.07  0.47  -1.21  1.90
C  2.68  -0.74  -1.22  -0.61
C  2.96  0.00  0.06  -0.06
C  3.86  -0.52  0.98  -0.20
C  4.09  0.13  2.18  -0.20
C  3.40  1.30  2.47  -0.21
C  2.49  1.85  1.57  -0.05
C  1.72  3.08  1.97  -0.64
C  2.30  1.20  0.35  0.19
N  1.34  1.63  -0.61  -0.88
C  1.32  2.90  -1.13  0.64
O  2.09  3.80  -0.90  -0.56
C  0.20  3.08  -2.15  0.16
C  -0.02  4.15  -3.00  -0.18
C  -1.00  4.00  -3.98  -0.12
C  -1.67  2.79  -4.16  -0.18
C  -1.38  1.77  -3.29  0.15
N  -0.53  1.99  -2.30  -0.61
C  -1.75  0.29  -3.40  0.64
O  -2.56  -0.07  -4.21  -0.55
N  -1.00  -0.53  -2.57  -0.89
C  -0.94  -1.92  -2.89  0.19
C  -0.48  -2.32  -4.15  -0.01
C  0.00  -1.34  -5.19  -0.64
C  -0.44  -3.68  -4.44  -0.20
C  -0.83  -4.63  -3.51  -0.19
C  -1.21  -4.23  -2.25  -0.20
C  -1.27  -2.88  -1.92  -0.05
C  -1.63  -2.46  -0.53  -0.61
H  3.38  -1.56  -1.35  0.25
H  1.67  -1.19  -1.23  0.18
H  2.76  -0.09  -2.10  0.24
H  4.38  -1.44  0.75  0.22
H  4.79  -0.28  2.89  0.23
H  3.57  1.80  3.42  0.22
H  1.68  3.18  3.05  0.22
H  2.19  3.97  1.55  0.26
H  0.70  3.05  1.58  0.21
H  0.56  5.05  -2.89  0.26
H  -1.20  4.82  -4.65  0.24
H  -2.37  2.64  -4.97  0.26
H  0.52  -0.50  -4.73  0.20
H  0.68  -1.84  -5.88  0.23
H  -0.84  -0.95  -5.76  0.24
H  -0.09  -4.00  -5.42  0.22
H  -0.81  -5.68  -3.77  0.23
H  -1.48  -4.97  -1.50  0.22
H  -1.92  -3.32  0.08  0.24
H  -0.77  -1.99  -0.04  0.18
H  -2.45  -1.74  -0.54  0.22
N  -0.34  -1.67  8.98  -0.24
C  -0.55  -1.36  7.89  0.25
C  -0.80  -0.95  6.54  -0.15
C  0.25  -0.57  5.72  -0.12
C  0.01  -0.15  4.42  -0.25
C  -1.30  -0.12  3.94  0.22
C  -2.35  -0.50  4.76  -0.23
C  -2.11  -0.91  6.06  -0.13
N  -1.55  0.27  2.59  -0.33
C  -2.78  0.52  2.01  -0.05
C  -2.55  0.75  0.69  -0.05
N  -1.20  0.64  0.46  -0.63
C  -0.63  0.34  1.62  0.24
H  1.27  -0.60  6.09  0.24
H  0.84  0.17  3.81  0.23
H  -3.37  -0.50  4.40  0.23
H  -2.93  -1.21  6.70  0.25
H  -3.70  0.56  2.56  0.25
H  -3.25  0.99  -0.09  0.25
H  0.43  0.22  1.74  0.25

[3]
# C15H19N3O3S

C15H19N3O3S in the gas phase at a distorted geometry (ωB97M-V/def2-TZVPD, OMol25).

Summary:
* frontier orbital gap: 8.509 eV
* F_max: 19.84 eV Å⁻¹
* E: -37296.109 eV

Each line ends with the natural charge from an NBO analysis.
Cartesian coordinates (Å):
C  -6.43  -2.74  -0.30  -0.63
C  -5.65  -1.42  -0.26  0.04
C  -4.45  -1.05  -0.92  -0.24
C  -3.92  0.06  -0.79  -0.31
C  -4.52  0.90  -0.13  0.35
O  -4.00  2.29  0.21  -0.52
C  -2.85  2.85  -0.33  -0.04
C  -1.77  1.95  0.12  -0.05
N  -1.68  1.01  1.21  -0.22
N  -0.55  0.67  1.67  -0.25
C  0.35  0.75  0.63  0.05
N  1.54  0.19  1.00  -0.58
C  2.63  0.27  -0.01  0.89
O  2.41  1.06  -0.97  -0.64
O  3.81  -0.10  0.22  -0.47
C  4.80  -0.03  -0.47  0.00
C  6.07  -0.11  0.15  -0.28
C  7.19  0.32  -0.50  -0.62
C  6.38  -1.45  0.89  -0.56
S  -0.12  1.64  -0.62  0.50
C  -5.81  0.73  0.72  -0.18
C  -6.46  -0.54  0.70  -0.18
H  -7.54  -2.57  -0.66  0.21
H  -6.57  -3.14  0.66  0.22
H  -5.90  -3.44  -0.97  0.21
H  -4.15  -1.88  -1.24  0.21
H  -3.02  0.26  -1.45  0.23
H  -2.67  3.64  -0.11  0.16
H  -2.76  2.74  -1.40  0.16
H  1.84  -0.31  1.70  0.41
H  4.75  0.97  -1.19  0.20
H  4.78  -0.93  -1.42  0.13
H  6.07  0.62  1.09  0.19
H  7.39  -0.39  -1.40  0.18
H  7.14  1.26  -0.92  0.22
H  8.23  0.38  -0.31  0.25
H  7.18  -1.66  1.54  0.22
H  6.45  -2.08  0.12  0.19
H  5.34  -1.75  1.62  0.18
H  -6.24  1.62  1.19  0.22
H  -7.32  -0.58  0.92  0.17